# 1
# C9H17NS

A 2-piece molecular cluster, C9H17NS overall in a non-equilibrium geometry (ωB97M-V with the def2-TZVPD basis set, the OMol25 dataset).

ORCA input file:
```
! RIJCOSX wB97M-V def2-TZVPD def2/J DEFGRID3
* xyz 0 1
H 0.69270 1.60548 -0.33526
N -0.16372 1.46271 0.14139
C -0.91946 0.55924 -0.30436
C -2.34262 0.44752 0.19947
C -0.66968 -0.26740 -1.63184
C -0.91470 -1.76947 -1.61274
C -1.66081 0.35452 -2.67244
H -2.99048 1.21532 -0.19183
H -2.20859 0.88882 1.28844
H -2.67255 -0.61971 0.16724
H 0.40020 -0.15019 -1.87179
H -1.04491 -2.13650 -0.55134
H 0.10618 -2.23668 -1.94593
H -1.77021 -1.92317 -2.16968
H -1.68424 1.49404 -2.62558
H -2.72097 0.11674 -2.52809
H -1.39046 0.01861 -3.74774
C 2.15461 -0.65112 0.65399
C 1.13911 -0.27295 1.67976
C 1.29709 0.54942 2.73940
C 2.60104 1.07354 2.97888
S 3.88197 1.53539 1.98924
H 1.84392 -1.36112 -0.01235
H 2.93167 -1.15880 1.17793
H 2.62844 0.06770 0.11443
H 0.05257 -0.61735 1.43152
H 0.50893 0.52526 3.55762
H 2.91495 1.25012 4.08164
*
```

## Properties
ΔE to the lowest compared entry with this formula, charge and spin, eV: 3.660
SMILES: [H]/N=C(/C)C(C)C.C/C=C\C=S



# 2
# C9H17P

A 2-piece molecular cluster, C9H17P overall in a non-equilibrium geometry (ωB97M-V with the def2-TZVPD basis set, the OMol25 dataset).

ORCA input file:
```
! RIJCOSX wB97M-V def2-TZVPD def2/J DEFGRID3
* xyz 0 1
C -0.59738 1.42103 -0.03485
C -2.71053 1.63854 0.41164
C 0.46668 1.01668 -0.77945
C 4.02805 -0.02938 -0.20548
C 2.05558 -0.35520 1.40834
C -2.36724 -1.46988 -0.74758
C -4.93660 -0.53864 0.21845
C 1.90192 1.25857 -0.52222
C 2.51162 -0.04456 -0.07970
P -3.17903 0.12114 -0.03303
H -0.49964 2.06284 0.71540
H 0.18455 0.38695 -1.50980
H 4.37007 0.42581 0.79297
H 4.39568 0.53934 -0.98985
H 4.54291 -0.97520 -0.27105
H 2.30181 -1.36271 1.82464
H 1.02704 -0.48481 1.52019
H 2.27643 0.30906 2.17835
H -1.30250 -1.07878 -0.78163
H -2.95100 -1.68257 -1.57699
H -2.59694 -2.25746 0.12921
H -5.14242 -1.05157 -0.81727
H -5.59627 0.35225 0.34721
H -4.87776 -1.07437 1.13588
H 2.45336 1.56196 -1.58339
H 2.00513 2.01857 0.12945
H 2.23650 -0.70759 -0.87943
*
```

## Properties
ΔE to the lowest compared entry with this formula, charge and spin, eV: 6.172



# 3
# C9H17P

A 2-piece molecular cluster, C9H17P overall in a non-equilibrium geometry (ωB97M-V with the def2-TZVPD basis set, the OMol25 dataset).

ORCA input file:
```
! RIJCOSX wB97M-V def2-TZVPD def2/J DEFGRID3
* xyz 0 1
C -2.28440 -0.37477 1.62388
C -1.48656 0.26584 0.53773
C -0.46262 -0.29748 -0.08325
C 0.29539 0.25885 -1.26356
C -0.27957 -0.42376 -2.51339
C 1.77832 -0.09579 -1.11693
C 0.15382 1.77315 -1.41174
H -1.86582 -1.33745 1.90848
H -2.30700 0.26892 2.50526
H -3.31465 -0.52544 1.29819
H -1.79504 1.27322 0.29013
H -0.20354 -1.32224 0.14914
H 0.23499 -0.09184 -3.41099
H -0.17892 -1.50408 -2.43792
H -1.33760 -0.18713 -2.61171
H 2.18779 0.35312 -0.21379
H 1.91412 -1.17280 -1.05218
H 2.34391 0.27156 -1.97117
H -0.88004 2.05635 -1.58975
H 0.50830 2.28557 -0.51782
H 0.74669 2.11819 -2.25681
C 1.23978 -1.64608 2.37103
C 0.83608 -0.41732 2.47022
P 0.56841 1.11526 2.97766
H 2.28174 -1.90787 2.49683
H 0.58644 -2.46262 2.10084
H 0.71998 1.72665 1.72159
*
```

## Properties
ΔE to the lowest compared entry with this formula, charge and spin, eV: 0.338
SMILES: C/C=C/C(C)(C)C.C=C=P



# 4
# C9H18AlBrNO6S2

C9H18AlBrNO6S2 as an isolated structure in a non-equilibrium geometry (ωB97M-V with the def2-TZVPD basis set, the OMol25 dataset).

ORCA input file:
```
! RIJCOSX wB97M-V def2-TZVPD def2/J DEFGRID3
* xyz -1 1
C -3.38944 -1.04236 3.35050
C -2.29644 -2.14757 2.75489
O -2.66470 -2.80704 1.65389
O -1.05113 -2.32886 3.51606
C 0.13780 -2.36320 2.65143
C 0.91513 -0.93135 2.47469
O 0.23372 0.32645 2.88713
Al 1.40279 1.57128 2.00700
S 2.87310 2.33335 3.58917
C 0.54120 3.12199 0.95815
C 0.94957 3.15082 -0.64926
C -0.31963 2.88146 -1.65622
Br 0.17393 1.40850 -2.97791
O 2.20241 0.34521 0.76291
C 1.16184 -0.73391 0.83219
S -0.57764 -0.16369 0.28759
H -4.35316 -1.59944 3.73566
H -2.90817 -0.53917 4.32011
H -3.61121 -0.19861 2.56459
H -0.05673 -2.78363 1.56560
H 0.89651 -3.13486 3.15562
H 1.90471 -0.93110 3.13906
H 3.72210 1.23443 3.84509
H -0.63431 3.07070 1.13381
H 0.88617 4.18126 1.38478
H 1.75700 2.32235 -0.88123
H 1.42943 4.17945 -0.98428
H -1.32907 2.60186 -1.09969
H -0.54099 3.82489 -2.33248
H 1.31447 -1.69257 0.17876
H -1.17682 -1.20017 -0.45667
C 0.28607 -1.65752 -6.60770
N 0.42043 -1.77005 -5.13028
O 1.27534 -1.06288 -4.58417
O -0.33601 -2.56505 -4.56039
H 1.00965 -0.92600 -6.97361
H 0.48586 -2.64330 -7.03276
H -0.73378 -1.33167 -6.82202
*
```

## Properties
ΔE to the lowest compared entry with this formula, charge and spin, eV: 5.168



no.,HOMO (eV)
1,-8.221
2,-8.668
3,-8.695
4,-5.205